1.
C6H12O | ωB97M-V/def2-TZVPD

Computed properties:
* net charge: 0
* ΔE to the lowest compared entry with this formula, charge and spin: 139.1 kJ/mol
* molecular weight: 100.16 g/mol
* SMILES: CCC(C=O)CC

```
19
Properties=species:S:1:pos:R:3:forces:R:3
C 1.86254 1.38993 1.18179 -0.1966 0.1105 0.4622
C 1.34577 0.33507 0.25129 0.1353 1.2812 -3.6994
C -0.19124 0.20436 -0.04886 -0.0911 -0.8865 2.0135
C -0.53570 -0.73618 -1.20986 0.2080 0.0313 0.2952
C -2.04591 -0.93905 -1.34649 -0.0094 0.0236 -0.0077
C -0.41884 -0.36401 1.29987 -3.2351 -0.4285 -0.2999
O -1.02260 0.19798 2.18521 0.6802 0.0264 0.3709
H 2.92398 1.32631 1.37065 0.3531 -0.2972 -0.1565
H 1.69221 2.37474 0.78122 -0.2093 0.4178 -0.1717
H 1.38405 1.35283 2.14362 -0.2926 -0.0120 0.5805
H 1.39304 0.72513 -0.77116 1.8606 0.1883 -0.2144
H 1.90070 -0.59420 0.20767 -0.2827 -0.3429 0.4066
H -0.69866 1.18005 -0.12463 0.4298 -0.2596 0.0153
H -0.04922 -1.70423 -1.02560 -0.0429 0.1097 -0.0514
H -0.12481 -0.36094 -2.15913 0.0184 0.0434 0.2777
H -2.27173 -1.62566 -2.16930 0.0177 0.1105 0.1421
H -2.55390 0.01052 -1.54959 0.0779 -0.1323 0.0296
H -2.47635 -1.35333 -0.42766 0.0693 0.0556 -0.1442
H -0.11331 -1.41932 1.41095 0.5095 -0.0393 0.1517
```
Positions in Å, forces in eV/Å.



2.
C6H12O | ωB97M-V/def2-TZVPD

Computed properties:
* net charge: 0
* ΔE to the lowest compared entry with this formula, charge and spin: 493.1 kJ/mol
* molecular weight: 100.16 g/mol

```
19
Properties=species:S:1:pos:R:3:forces:R:3
C 2.60039 -1.19574 0.24404 0.2082 -0.0877 -0.0579
C 0.97090 1.54471 -0.30985 0.6978 0.1810 -1.2120
O 0.26811 1.22368 0.71928 -0.5627 0.2482 1.2338
C -0.34043 0.05922 0.91384 -0.3956 -0.2327 -0.2263
C -1.71997 -0.06945 1.39194 -0.1214 -0.0447 0.2159
C -1.30584 -0.56691 -0.00990 -0.0154 -0.1663 -0.1405
C -1.85354 0.17587 -1.20999 0.0307 0.0753 -0.0462
H 2.87083 -2.15440 0.69637 -0.0137 0.1490 -0.0896
H 3.34500 -0.44220 0.51913 -0.1429 -0.1470 -0.0521
H 2.58134 -1.30361 -0.84617 0.0008 0.0136 0.2264
H 1.04756 0.85458 -1.14409 0.0099 0.1473 0.1269
H 1.53080 2.46579 -0.22573 -0.0834 -0.1521 -0.0154
H 1.61363 -0.90537 0.61531 0.1561 -0.0663 -0.0424
H -2.36554 0.81015 1.40903 0.1410 -0.1176 -0.0088
H -1.94431 -0.80778 2.16047 0.0427 0.1281 -0.1463
H -1.23654 -1.64814 -0.14089 -0.0240 0.1785 0.0804
H -1.22864 0.02862 -2.09977 -0.1001 0.0177 0.1399
H -2.86352 -0.17692 -1.44682 0.1454 0.0425 0.0319
H -1.91246 1.25359 -1.02083 0.0267 -0.1667 -0.0177
```
Positions in Å, forces in eV/Å.



3.
C6H12O | ωB97M-V/def2-TZVPD

Computed properties:
* net charge: 0
* ΔE to the lowest compared entry with this formula, charge and spin: 266.1 kJ/mol
* molecular weight: 100.16 g/mol
* SMILES: C1=CCC1.COC

```
19
Properties=species:S:1:pos:R:3:forces:R:3
C 0.99754 -1.61014 -0.00694 0.1544 -0.0431 0.2426
O 0.01275 -1.48771 -1.00171 -0.0528 -0.0445 0.0009
C 0.36859 1.56524 1.18471 0.0721 0.0144 0.0952
C -0.67316 1.59659 0.08589 0.0089 0.0398 -0.1909
C -1.68280 1.16092 1.19386 -0.1936 -0.0368 0.0208
C -0.49302 1.18236 2.12990 0.0967 0.0258 0.0718
C 0.57642 -1.43651 -2.28584 0.0587 0.0100 -0.2787
H 0.48942 -1.61702 0.95995 0.0968 -0.0131 -0.1347
H 1.69746 -0.75942 -0.02718 -0.1068 -0.1259 -0.0156
H 1.57418 -2.54148 -0.12690 -0.0904 0.1314 0.0100
H 1.43650 1.77323 1.18309 -0.1832 -0.0296 0.0324
H -0.86872 2.57779 -0.36148 0.0287 -0.1414 0.0723
H -0.54007 0.84890 -0.70301 -0.0204 0.1576 0.1099
H -2.14194 0.18006 1.02731 0.0641 0.1325 0.0245
H -2.46996 1.89172 1.41232 0.1156 -0.1159 -0.0323
H -0.39476 0.96009 3.18993 0.0063 0.0441 -0.1783
H -0.24263 -1.32552 -3.00041 0.1281 -0.0242 0.0780
H 1.26262 -0.58021 -2.39132 -0.0994 -0.1131 0.0298
H 1.13521 -2.35717 -2.51856 -0.0838 0.1320 0.0421
```
Positions in Å, forces in eV/Å.